Record 1
42
Properties=species:S:1:pos:R:3:forces:R:3 method="wB97M-V/def2-TZVPD" orbital_gap_ev=10.21 de_lowest_kcal_mol=21.6 total_charge=+1 homo_energy_ev=-13.190
O 2.3034 -6.3701 -1.7496 1.9 -4.9 0.4
C 1.9650 -5.2820 -1.7941 -1.2 3.5 -0.2
O 0.7166 -4.9456 -1.3707 -0.4 0.6 -0.2
C 2.8432 -4.1600 -2.3210 -0.1 0.3 0.1
O 3.5299 -3.5094 -1.2302 -0.1 -0.3 -0.9
C 3.0416 -2.2842 -0.9955 0.9 -0.9 -1.5
O 2.4527 -2.0646 -0.0239 -1.9 1.1 3.5
O 3.2946 -1.3199 -1.9035 0.4 0.2 -0.8
H 0.3626 -4.2574 -1.9478 -0.1 0.1 0.3
H 3.5732 -4.5493 -3.0061 0.3 -0.2 -0.2
H 2.1850 -3.4720 -2.8486 0.2 0.4 -0.2
H 2.6213 -1.3172 -2.5902 0.1 0.1 -0.2
C -2.6720 4.2404 0.0219 0.0 -0.1 0.0
C -2.9716 2.7531 0.1979 0.0 0.2 0.0
C -2.4153 2.1697 1.4990 -0.2 -0.2 -0.3
C -0.9052 2.0927 1.6359 -0.3 0.0 0.4
N -0.1608 1.2130 0.6429 0.5 -0.1 -0.2
C 0.9737 0.5007 1.3759 -0.1 0.0 0.1
C 0.3088 -0.7198 1.9658 0.0 0.0 0.3
C -0.6165 -1.1902 0.8557 -0.2 -0.3 -0.1
C -0.9571 0.0622 0.0407 0.0 -0.2 0.1
C 0.4271 2.0665 -0.4343 -0.2 0.0 0.0
H -1.5988 4.4405 -0.0214 0.0 0.1 0.0
H -3.1136 4.6042 -0.9050 0.0 0.1 0.0
H -3.0936 4.8227 0.8417 0.0 0.0 0.0
H -2.6069 2.2050 -0.6756 0.0 0.0 0.0
H -4.0543 2.6172 0.2076 0.0 -0.1 0.0
H -2.8498 1.1831 1.6823 0.0 0.0 0.0
H -2.7729 2.7868 2.3274 0.1 0.0 0.0
H -0.6758 1.7092 2.6286 0.0 -0.1 0.0
H -0.4547 3.0828 1.5793 0.1 0.0 -0.1
H 1.7194 0.2200 0.6338 0.0 0.0 0.0
H 1.4108 1.1769 2.1074 0.0 0.1 -0.1
H -0.2688 -0.4590 2.8552 0.1 0.0 0.0
H 1.0284 -1.4820 2.2546 0.1 0.1 0.0
H -1.5078 -1.6724 1.2534 0.0 0.1 0.0
H -0.1141 -1.9196 0.2225 0.1 0.0 0.0
H -2.0160 0.2843 0.0336 0.1 0.2 0.0
H -0.6309 -0.0494 -0.9906 0.0 0.2 0.0
H 1.0873 2.7972 0.0256 0.0 0.0 0.0
H -0.3796 2.5633 -0.9677 0.0 0.1 0.0
H 0.9914 1.4327 -1.1131 0.0 0.0 0.0

---

Record 2
129
Properties=species:S:1:pos:R:3:forces:R:3 method="wB97M-V/def2-TZVPD" orbital_gap_ev=7.21 total_charge=0 homo_energy_ev=-7.587
C -2.5373 -1.3307 -3.6761 -0.4 0.2 -1.0
P -2.8540 0.2585 -2.7359 1.0 -0.9 0.5
O -1.7381 1.4385 -3.3861 -3.0 -1.6 -1.5
C -4.5426 1.0107 -3.1661 -0.1 1.4 -1.4
C -4.6441 2.2421 -2.3200 -0.1 -1.4 0.3
N -4.8088 2.9847 -1.4601 0.3 0.4 -0.3
C -5.7388 0.0592 -2.9419 -0.7 -0.3 -0.2
C -5.7145 -0.6207 -1.6245 0.0 0.3 -0.7
N -5.7382 -1.1453 -0.6055 0.0 0.0 0.1
P -5.8222 -1.3130 -4.2680 0.6 -1.4 0.5
N -5.4980 -2.7137 -3.6466 -0.4 0.4 -0.6
P -7.3931 0.9274 -3.0168 -1.3 0.0 1.1
O -7.6519 1.7930 -1.8876 0.5 0.9 0.1
O -7.5400 1.6622 -4.4753 0.3 -1.2 0.9
O -8.5223 -0.2639 -2.9798 1.2 0.6 -1.3
H -2.9392 -1.3693 -4.6997 0.2 -0.1 0.2
H -1.4496 -1.6086 -3.7242 -1.5 0.7 -0.2
H -3.0129 -2.1248 -3.0820 -0.1 0.3 -0.1
H -2.2410 1.7739 -4.1494 0.8 0.3 -0.3
H -4.6327 1.3804 -4.2056 0.1 -0.3 0.1
H -4.9104 -0.8912 -5.2715 -0.4 0.5 0.2
H -7.1001 -1.2892 -4.8827 0.3 0.6 0.0
H -6.3070 -3.3081 -3.8077 0.2 -0.4 0.3
H -7.8614 1.0058 -5.1087 0.1 0.3 -0.4
H -9.1239 -0.0638 -3.7112 -0.5 -0.4 0.3
Br 0.2156 -1.3052 -2.3710 1.2 -0.4 0.5
C 2.0862 -1.8422 -2.4487 -0.1 0.3 0.1
C 2.3739 -2.6302 -3.6963 0.3 -0.3 0.1
Br 1.7370 -4.4651 -3.5408 0.0 0.1 -0.1
H 2.3044 -2.3904 -1.5359 0.0 0.0 0.0
H 2.6449 -0.9077 -2.4481 0.0 0.0 0.0
H 3.4472 -2.7209 -3.8551 0.0 0.1 0.0
H 1.9150 -2.2014 -4.5817 -0.1 0.1 0.1
Br -11.1318 3.2286 -4.4448 0.1 -0.1 -0.1
C -9.5782 4.3841 -4.6624 -0.1 0.0 0.3
C -9.9791 5.7708 -5.0865 0.1 0.1 -0.2
Br -10.4532 5.8302 -6.9748 -0.1 0.0 0.1
H -8.9177 3.8955 -5.3704 0.0 0.1 0.0
H -9.1022 4.4055 -3.6835 0.0 0.0 0.0
H -9.1419 6.4576 -4.9817 0.0 -0.1 0.0
H -10.8311 6.1550 -4.5346 0.0 -0.1 0.0
Br -1.4265 -0.5535 1.9842 0.1 0.1 -0.1
C -0.8920 1.3147 1.8130 -0.4 0.0 0.2
C -1.7165 2.0293 0.7739 0.3 -0.1 -0.1
Br -1.1496 1.5490 -1.0244 1.3 1.6 2.7
H 0.1685 1.3186 1.5878 0.0 0.0 -0.1
H -1.0516 1.7488 2.7992 0.0 0.0 0.0
H -1.5699 3.1054 0.8431 0.0 0.0 0.0
H -2.7792 1.8077 0.8388 0.0 0.0 0.0
Br 2.8690 -0.4706 -7.5393 0.0 0.0 0.1
C 1.9499 -2.1816 -7.6930 0.2 0.1 -0.2
C 0.6474 -2.0472 -8.4336 -0.3 -0.1 0.1
Br -0.7340 -1.2559 -7.3122 0.1 0.1 0.0
H 1.8262 -2.5646 -6.6856 -0.1 0.0 0.0
H 2.6363 -2.8240 -8.2409 0.0 0.0 0.0
H 0.2644 -3.0282 -8.7077 0.1 0.0 0.0
H 0.7216 -1.4300 -9.3235 0.1 0.0 0.0
Br 1.0648 5.2933 -5.8624 0.0 0.0 0.1
C 1.1365 3.3487 -5.9280 0.2 0.2 0.0
C 0.4730 2.8143 -7.1685 -0.1 -0.3 0.1
Br -1.4668 2.8693 -7.0182 -0.1 0.1 0.0
H 0.6820 2.9840 -5.0113 0.0 0.0 -0.1
H 2.1966 3.1025 -5.9281 0.0 0.0 0.0
H 0.7164 1.7618 -7.3080 0.0 0.0 0.1
H 0.7347 3.3654 -8.0664 0.0 0.1 0.1
Br 1.3600 -5.0575 0.7655 0.0 0.1 -0.1
C 3.3002 -5.1896 0.8359 -0.3 -0.2 0.1
C 3.8917 -4.2448 1.8468 0.2 0.1 -0.1
Br 3.9271 -2.4116 1.1897 -0.2 0.0 -0.1
H 3.6642 -5.0163 -0.1728 0.0 0.0 0.0
H 3.5011 -6.2211 1.1193 0.1 0.0 0.0
H 4.9323 -4.4944 2.0355 0.0 0.0 0.0
H 3.3498 -4.2312 2.7875 0.0 0.0 0.0
Br 5.8743 -2.2084 4.2143 0.2 -0.1 0.2
C 7.7460 -2.7457 4.1258 -0.1 0.3 0.0
C 8.0364 -3.5316 2.8750 0.1 -0.2 0.1
Br 7.3834 -5.3637 3.0137 0.0 0.0 0.0
H 7.9595 -3.2984 5.0359 0.0 -0.1 -0.1
H 8.3096 -1.8127 4.1290 0.0 0.0 -0.1
H 9.1088 -3.6262 2.7211 0.0 0.1 0.0
H 7.5840 -3.0997 1.9871 0.0 0.0 0.1
Br 1.4448 0.1275 3.8424 0.2 -0.1 0.1
C 3.1520 0.5091 4.6931 -0.2 -0.1 0.0
C 3.0117 1.5632 5.7576 0.2 0.1 0.0
Br 2.8448 3.3447 4.9807 -0.1 0.0 0.0
H 3.8431 0.7879 3.9028 0.0 0.0 0.1
H 3.4703 -0.4340 5.1334 0.0 0.1 0.1
H 3.9084 1.6055 6.3740 0.0 0.0 0.0
H 2.1444 1.4169 6.3961 0.1 -0.1 -0.2
Br -1.6042 1.4685 6.5825 1.8 -0.1 -0.8
C -1.3545 2.8813 7.9198 1.7 0.2 -1.0
C 0.0818 3.3435 7.9474 0.1 0.0 0.2
Br 1.2260 2.0699 8.8801 0.0 0.0 0.0
H -1.6784 2.4946 8.8729 0.6 0.0 0.3
H -2.0039 3.6893 7.6089 0.2 0.2 0.0
H 0.1729 4.2700 8.5111 -0.1 0.0 0.0
H 0.5062 3.4829 6.9568 0.0 0.0 0.0
Br -1.8758 -5.2763 -2.8430 -0.1 -0.1 0.1
C -2.6558 -7.0574 -2.9843 0.3 0.2 -0.1
C -3.9822 -7.0448 -3.6947 -0.2 -0.1 0.1
Br -5.4001 -6.3947 -2.5326 0.0 0.1 -0.1
H -2.7233 -7.4519 -1.9751 -0.1 0.0 0.0
H -1.9261 -7.6344 -3.5494 -0.1 0.0 0.0
H -4.2794 -8.0569 -3.9635 0.1 0.0 0.0
H -3.9844 -6.4204 -4.5831 0.1 0.0 0.1
Br 7.0347 2.5967 5.7896 0.1 -0.1 0.0
C 7.5529 4.4662 5.6455 -0.2 -0.1 0.2
C 6.7253 5.1849 4.6138 0.1 0.2 -0.2
Br 7.3010 4.7449 2.8071 -0.1 0.0 0.0
H 8.6165 4.4839 5.4297 0.0 0.0 -0.1
H 7.3796 4.8868 6.6341 0.0 0.0 0.0
H 6.8583 6.2615 4.7007 0.0 0.0 0.1
H 5.6676 4.9457 4.6762 0.0 -0.1 0.1
Br -3.7328 2.0739 8.3326 -4.2 -0.2 1.2
C -5.6528 2.1611 7.9772 0.2 0.1 0.2
C -6.4416 2.4764 9.2219 -0.3 -0.2 0.0
Br -6.5989 0.9186 10.3786 0.1 0.1 0.0
H -5.9337 1.2142 7.5255 -0.1 0.0 0.1
H -5.7654 2.9575 7.2437 0.0 0.0 0.0
H -7.4656 2.7471 8.9699 0.0 0.0 0.0
H -5.9971 3.2678 9.8170 0.1 0.0 -0.1
Br 11.0230 -1.4566 1.6482 0.0 0.1 0.0
C 12.3817 -1.5829 3.0381 -0.1 -0.3 -0.2
C 11.7653 -1.7381 4.4032 0.1 0.3 0.2
Br 11.0579 -0.0515 5.0637 -0.1 -0.1 0.0
H 13.0054 -0.6993 2.9486 0.0 0.0 0.1
H 12.9671 -2.4645 2.7841 0.0 0.0 0.0
H 12.5189 -2.0349 5.1298 0.0 0.0 -0.1
H 10.9473 -2.4521 4.4228 0.0 0.0 -0.1

---

Record 3
83
Properties=species:S:1:pos:R:3:forces:R:3 method="wB97M-V/def2-TZVPD" orbital_gap_ev="5.23 / 6.47" multiplicity=3 de_lowest_kcal_mol=0.0 total_charge=-1 homo_energy_ev="-2.480 / -3.722"
Ti -0.7649 -0.0403 0.0823 -0.3 -0.8 -0.1
C -0.6744 -1.3735 5.1599 0.0 0.0 0.0
C -0.7447 -1.5331 3.6396 0.0 0.0 0.2
C -0.1059 -2.8656 3.2477 0.0 0.0 0.0
P -0.0997 -0.1370 2.5800 0.2 0.1 -0.1
C -0.3046 1.3836 3.6360 -0.1 -0.1 0.2
C -0.5498 2.6111 2.7641 0.0 0.0 -0.1
C 0.7995 1.6612 4.6525 0.0 0.0 0.0
C 1.6868 -0.5042 2.3984 -0.2 0.0 0.0
C 2.5012 -0.8956 3.4623 0.0 0.1 0.0
C 3.8098 -1.3027 3.2801 -0.1 0.0 0.0
C 4.3069 -1.3417 1.9785 0.1 0.0 0.0
C 3.5252 -0.9672 0.9082 0.0 0.0 0.0
C 2.1949 -0.5175 1.0752 -0.1 -0.1 0.1
N 1.3945 -0.1872 -0.0005 0.2 0.2 -0.1
C 1.9823 0.4792 -1.0789 -0.2 -0.1 0.1
C 3.0880 1.3329 -0.9455 0.0 0.0 -0.1
C 3.5733 2.0505 -2.0206 0.0 0.0 0.0
C 2.9764 1.9518 -3.2709 0.0 0.0 0.0
C 1.8793 1.1180 -3.4176 0.0 0.0 0.0
C 1.3766 0.3815 -2.3525 0.0 0.0 0.0
P -0.1017 -0.6742 -2.3577 0.0 0.2 0.2
C -1.1380 -0.2991 -3.8446 0.0 -0.1 -0.1
C -1.6058 1.1539 -3.7675 0.0 0.1 0.0
C -0.6196 -0.6501 -5.2418 0.0 0.0 0.0
C 0.6049 -2.3759 -2.5809 0.0 -0.1 0.0
C -0.4745 -3.3959 -2.9400 0.0 0.0 0.0
C 1.8026 -2.4924 -3.5198 0.0 0.0 0.0
H -1.1633 -2.2275 5.6381 0.0 0.0 0.0
H -1.1694 -0.4716 5.5238 0.0 0.0 0.0
H 0.3567 -1.3593 5.5159 0.0 0.0 0.0
H -1.8028 -1.5669 3.3580 0.0 0.0 0.0
H 0.8801 -2.9649 3.7046 0.0 0.0 0.0
H 0.0108 -2.9737 2.1720 0.0 0.0 0.0
H -0.7316 -3.6882 3.6040 0.0 0.0 0.0
H -1.2360 1.1757 4.1812 0.0 0.0 0.0
H 0.2892 2.8179 2.0967 0.0 0.0 0.0
H -0.7123 3.4807 3.4078 0.0 0.0 0.0
H -1.4240 2.4818 2.1243 0.0 0.0 0.0
H 1.7628 1.7788 4.1541 0.0 0.0 0.0
H 0.9060 0.8720 5.3970 0.0 0.0 0.0
H 0.5831 2.5930 5.1825 0.0 0.0 0.0
H 2.0958 -0.8848 4.4652 0.0 0.0 0.0
H 4.4186 -1.5998 4.1239 0.0 0.0 0.0
H 5.3190 -1.6869 1.7964 0.0 0.0 0.0
H 3.9252 -1.0253 -0.0957 0.0 0.0 0.0
H 3.5348 1.4714 0.0293 0.0 0.0 0.0
H 4.4143 2.7184 -1.8719 0.0 0.0 0.0
H 3.3451 2.5264 -4.1111 0.0 0.0 0.0
H 1.4003 1.0578 -4.3851 0.0 0.0 0.0
H -2.0178 -0.9280 -3.6563 0.0 0.0 0.0
H -0.7853 1.8482 -3.9583 0.0 0.0 0.0
H -2.0062 1.3999 -2.7822 0.0 0.0 0.0
H -2.3812 1.3316 -4.5178 0.0 0.0 0.0
H -1.3349 -0.3103 -5.9970 0.0 0.0 0.0
H -0.4906 -1.7242 -5.3748 0.0 0.0 0.0
H 0.3366 -0.1809 -5.4672 0.0 0.0 0.0
H 0.9476 -2.5966 -1.5633 0.0 0.0 0.0
H -0.8312 -3.2595 -3.9634 0.0 0.0 0.0
H -1.3281 -3.3416 -2.2667 0.0 0.0 0.0
H -0.0642 -4.4074 -2.8758 0.0 0.0 0.0
H 1.5198 -2.3169 -4.5599 0.0 0.0 0.0
H 2.2221 -3.5009 -3.4598 0.0 0.0 0.0
H 2.5882 -1.7817 -3.2646 0.0 0.0 0.0
C -4.6506 2.1726 -0.3976 -0.1 0.0 0.0
C -3.2211 1.7518 -0.2341 -0.1 -0.2 -0.1
N -2.8750 0.5225 0.0842 0.0 0.0 0.0
O -3.9678 -0.3541 0.2458 0.0 0.0 0.0
C -2.1263 2.6300 -0.4389 0.2 0.0 0.2
C -2.1944 4.1147 -0.5661 0.0 0.1 -0.1
N -0.9404 2.0158 -0.3361 0.0 0.5 0.0
O 0.1232 2.7429 -0.3536 0.1 0.0 -0.1
H -5.2756 1.3185 -0.6485 0.0 0.0 0.0
H -4.7390 2.9243 -1.1816 0.0 0.0 0.0
H -5.0487 2.6102 0.5227 0.0 0.0 0.0
H -3.4986 -1.1975 0.3309 0.0 0.0 0.0
H -3.1984 4.4488 -0.8313 0.0 0.0 0.0
H -1.4907 4.4639 -1.3245 0.0 0.0 0.0
H -1.9036 4.6196 0.3627 0.0 -0.1 0.0
C -1.5702 -2.2071 0.2423 0.0 0.0 0.0
H -0.7639 -2.9423 0.0955 0.0 0.0 0.0
H -2.2823 -2.4322 -0.5709 0.0 0.0 0.0
H -2.0725 -2.5297 1.1692 0.0 0.0 0.0

---

Record 4
17
Properties=species:S:1:pos:R:3:forces:R:3 method="wB97M-V/def2-TZVPD" orbital_gap_ev="6.51 / 6.55" multiplicity=5 total_charge=+2 homo_energy_ev="-16.038 / -16.055"
O 1.4979 -0.0570 -6.4713 0.0 0.4 1.4
C 1.3053 0.2146 -5.3787 0.3 -1.0 -3.6
O 1.0558 0.4718 -4.2652 0.5 0.0 -0.1
O -0.7137 0.5668 -1.1652 -0.2 0.2 -0.1
V 0.4133 0.8274 -2.5238 0.8 1.0 0.2
O 1.2489 -2.3456 2.3725 -0.3 0.7 -0.6
C 0.9913 -1.1280 2.2598 1.9 -1.2 1.6
O 1.8254 -0.2098 2.4417 -0.1 0.6 -0.7
O -0.3137 -0.7993 2.1234 -0.5 -0.1 -1.5
C -0.6581 0.5372 1.7566 -3.1 -2.7 -1.8
C -2.2055 0.2809 0.6529 1.2 -0.2 2.3
C -0.9796 0.0749 -0.0793 -0.9 1.3 1.9
Li 3.0782 -1.7223 2.7637 -0.4 0.0 0.1
H -0.2518 0.9494 2.7024 -1.3 0.7 2.0
H -0.7432 1.6411 1.6804 2.0 0.3 -1.8
H -2.6716 1.2711 0.5993 0.1 -0.3 -0.5
H -2.8790 -0.5732 0.5308 -0.1 0.1 1.1

---

Record 5
9
Properties=species:S:1:pos:R:3:forces:R:3 method="wB97M-V/def2-TZVPD" orbital_gap_ev="4.96 / 8.18" multiplicity=3 de_lowest_kcal_mol=83.7 total_charge=0 homo_energy_ev="-4.126 / -10.855"
C 0.0819 1.1480 0.9516 4.9 0.7 1.4
C 1.8009 0.3174 -0.3920 0.1 -0.2 0.1
C -0.8956 0.6594 0.4053 -6.6 -0.7 -2.5
N -1.8097 -0.0976 -0.2676 3.7 -0.6 -0.8
N 1.8209 -0.8547 -0.5012 0.3 1.0 -0.3
H 0.8704 1.7005 1.4272 -0.7 0.1 0.1
H -1.6464 0.0026 -1.3875 -0.6 -0.1 2.4
H -1.6358 -1.1582 0.0491 -0.7 0.8 -0.6
H 1.4133 -1.7173 -0.2849 -0.3 -1.1 0.2

---

Record 6
31
Properties=species:S:1:pos:R:3:forces:R:3 method="wB97M-V/def2-TZVPD" orbital_gap_ev=7.33 de_lowest_kcal_mol=68.8 total_charge=+1 homo_energy_ev=-10.965
C -3.5570 1.1177 0.3569 0.7 4.2 0.6
C -3.3861 -1.1680 -0.2539 2.0 1.1 -0.6
C -2.1807 1.2229 0.2826 0.7 1.3 0.6
C -1.9884 -1.1211 -0.3254 -0.8 3.1 0.8
C -4.1537 -0.0141 -0.0064 -1.4 -3.2 -0.4
C -1.3929 0.1497 -0.1094 -0.5 0.2 0.3
C 4.6776 -0.1523 -0.0312 0.4 1.0 -3.0
C 0.9807 -0.3756 -0.3195 2.0 1.5 -0.4
C -5.6171 -0.1615 -0.1355 -3.2 -2.5 0.0
C 2.5690 0.5385 1.6401 0.3 1.3 -1.6
N 1.0162 -1.5296 -0.7414 -3.1 2.1 0.8
N 5.7129 -0.1675 -0.9115 1.9 -1.7 -1.0
N -0.0166 0.4953 -0.2349 0.6 1.4 0.7
N 2.4520 0.6562 0.1806 -4.2 0.3 -0.1
N 3.5596 0.3753 -0.4851 2.6 -0.5 -1.6
H -4.0969 2.1131 0.5995 0.5 -2.1 -0.3
H -3.7574 -2.0798 -0.6379 -1.1 -0.8 0.2
H -1.7242 2.2235 0.5844 -0.4 -1.5 -0.6
H -1.3869 -1.9411 -0.5082 0.9 -1.6 -0.6
H 4.8328 -0.3973 0.9737 0.1 -0.4 1.2
H -6.0709 0.2859 -1.0276 0.4 0.6 0.2
H -5.9137 -1.2949 -0.3857 0.8 2.3 1.0
H -6.2691 0.1522 0.7570 1.2 -0.4 -1.2
H 3.2268 1.2985 2.0494 0.8 -0.2 -0.1
H 1.6548 0.8258 2.1002 -1.1 -0.5 0.1
H 2.8620 -0.4548 1.7758 0.4 -1.6 1.5
H 1.7834 -2.0322 -0.9253 3.5 -2.3 -0.4
H 6.6522 -0.6301 -0.6864 -2.2 1.0 0.0
H 5.5552 -0.2230 -1.9670 0.0 0.3 2.2
H 0.2473 1.5205 -0.1403 -0.5 -2.1 0.0
H 3.7291 0.7679 -1.4675 -1.3 -0.6 1.7